Record 1
Here is 9 unconnected molecules or ions with the total composition C9H33N16O11 from the Open Molecules 2025 dataset. Energies are from ωB97M-V/def2-TZVPD.

Last column: Mulliken charge in e.
Geometry (Å):
N: 1.384 -3.797 -2.249  -0.3435
H: 0.592 0.371 -2.987  0.0825
N: 0.491 0.666 -3.948  -0.2298
O: -3.597 -0.263 0.188  0.7967
H: -0.288 -0.299 2.546  0.1825
H: 1.037 1.464 -4.238  0.1701
C: -3.515 -1.437 0.458  -3.2655
N: 1.327 -1.597 3.738  -0.1067
O: -2.275 2.909 -3.658  -0.7067
H: 2.086 -1.989 4.277  0.2063
H: -1.106 0.142 3.987  0.0322
C: 4.765 -1.368 0.624  0.4915
H: -2.127 1.930 3.481  0.1367
H: -2.579 0.863 -1.291  0.2547
H: -0.698 -0.016 -6.698  0.2663
H: -2.495 -3.069 1.163  0.4406
N: -4.078 2.368 -2.338  -0.4077
N: 3.603 3.527 1.481  -0.4694
C: 2.658 2.639 1.351  0.5273
O: -0.487 -1.266 -4.645  -0.6232
C: 0.269 -4.278 -2.739  0.4709
N: -0.336 -0.349 3.554  0.0047
H: -4.285 -3.306 0.567  0.8701
O: 0.941 -0.074 -0.937  -0.6300
H: 2.180 -4.146 -2.764  0.1531
N: -2.297 1.354 -2.128  0.0876
H: -3.130 3.190 4.189  0.2089
H: -4.449 1.749 -1.631  0.2589
C: -0.126 -0.104 -4.840  0.6157
O: 1.834 2.337 2.233  -0.6564
O: 5.977 -1.454 0.589  -0.7741
H: 1.501 -3.070 -1.558  0.1599
N: -0.678 -4.142 -1.932  -0.3815
C: 0.649 -0.652 0.092  0.5474
H: -3.066 4.945 3.974  0.2321
H: 3.030 -1.217 1.602  0.3339
H: 3.601 4.029 2.358  0.2903
N: -0.291 0.520 -5.946  -0.4140
H: 3.686 2.068 -0.330  0.2223
H: 1.321 -1.604 2.728  -0.0070
H: 4.497 -0.740 2.458  0.1503
N: -4.464 -2.334 0.358  -1.0290
H: -0.593 0.437 0.241  -0.1505
H: -1.367 1.070 -2.401  -0.0951
H: -1.654 -1.470 1.219  -0.0318
H: -1.649 -4.286 -2.171  0.3595
H: 4.588 -1.321 -1.234  0.1912
H: 2.208 1.214 0.059  -0.0645
N: -2.442 -2.070 1.022  0.8404
H: 3.038 -1.399 -0.320  0.2284
C: 0.531 -0.873 4.339  0.2077
O: 0.167 -4.918 -3.782  -0.6891
C: -1.539 3.807 3.259  0.4152
H: 4.062 3.848 0.640  0.1705
H: -4.543 3.103 -2.852  0.2293
H: -0.158 1.509 -6.096  0.1750
O: 1.343 -1.594 0.465  -1.1110
N: -1.386 2.522 3.133  0.0511
N: 2.850 1.975 0.229  -0.2496
O: -0.719 4.611 3.120  -0.5820
H: -5.271 -2.017 -0.160  0.8873
O: 0.482 -0.748 5.506  -0.6723
N: 4.032 -1.095 1.635  -0.2557
N: 4.041 -1.486 -0.401  -0.3216
C: -2.834 2.319 -2.760  0.3937
N: -2.770 4.012 3.725  -0.4929
O: -0.428 -0.245 0.896  0.2883
H: -0.493 -3.626 -1.084  0.1351
H: -0.562 2.220 2.633  -0.0058

Values from the calculation:
HOMO (spin up / spin down) = 2.351 / -4.543 eV
<S²> = 0.750
charge = -2
multiplicity = 2
LUMO level (spin up / spin down) = 4.2 / 4.2 eV
molar mass = 541.46 g/mol



Record 2
Here is a molecular structure, C34H41N4OOsP from the Open Molecules 2025 dataset. Energies are from ωB97M-V/def2-TZVPD.

Last column: Mulliken charge in e.
Geometry (Å):
H: -2.688 2.835 -2.948  0.5947
C: -4.415 2.675 1.350  -0.5945
C: 0.976 0.810 1.113  -0.0308
H: 4.057 -1.776 1.133  0.5920
C: 1.505 1.207 2.360  -0.2445
C: 2.018 3.412 1.525  0.1158
C: 2.437 -2.897 2.799  -1.1760
H: -0.208 -5.465 -3.683  0.4657
H: 3.560 4.808 1.993  0.3453
C: 1.998 2.471 2.561  -1.1515
C: -3.787 0.667 0.205  0.6589
C: -1.699 -2.920 -2.059  0.5533
H: -4.734 -1.232 -0.149  0.5828
C: -0.332 -4.596 -3.056  -0.4432
O: -4.090 -2.812 -2.127  -0.6354
H: -0.641 -3.986 3.610  0.5149
C: -3.094 2.805 1.756  -0.9149
C: 0.753 -1.467 1.794  -0.5679
H: 1.399 -2.404 -1.145  0.3802
H: 3.479 -3.143 2.939  0.5829
H: -2.364 1.218 -2.321  0.3124
H: 3.319 0.757 -0.917  0.3243
C: 2.062 1.348 -2.576  0.4797
C: -0.239 -2.298 2.392  1.1342
H: -0.442 2.184 -3.567  0.3206
C: -1.702 -1.999 2.256  -1.5085
H: -2.490 -4.463 -3.276  0.5758
H: 2.365 2.749 3.537  0.4727
C: 1.468 -3.695 3.406  0.4914
H: -0.838 4.517 -3.077  0.4677
C: 2.120 -1.809 2.010  1.5167
C: 0.759 -3.999 -2.442  -1.1709
H: -5.152 3.416 1.614  0.4698
H: 2.359 2.398 -2.470  0.3244
H: -1.909 -0.939 2.411  0.1955
H: 2.777 -4.667 4.782  0.4101
C: 0.566 -2.884 -1.645  0.1522
H: 3.645 -0.300 1.991  0.4183
H: -2.266 -2.561 2.997  0.6051
C: -2.182 1.843 1.368  -0.0456
N: 0.379 -0.412 0.977  0.5609
H: 0.806 4.139 -2.601  0.3855
H: -0.469 4.323 -1.374  0.4249
C: 3.146 0.478 -1.955  -1.3835
H: 1.455 0.501 3.176  0.7147
C: 1.843 -4.851 4.256  -1.5370
H: 1.332 1.754 -4.594  0.3739
H: 2.921 -0.625 0.419  -0.4686
H: 4.083 0.623 -2.490  0.6151
C: 1.005 1.761 0.047  0.5886
N: -2.502 0.806 0.584  0.4747
H: 2.308 5.446 0.911  0.3831
N: -2.903 -1.100 -1.172  0.6242
H: 2.888 0.957 -4.512  0.4561
C: 3.245 -1.083 1.347  -1.2516
H: -5.787 1.429 0.267  0.5789
H: 1.060 -5.088 4.972  0.4082
H: -1.147 1.916 1.680  0.1791
C: -0.609 2.476 -2.524  0.8692
H: -4.739 -0.153 -1.529  0.5572
H: 1.425 0.033 -4.181  0.3437
H: -2.340 2.638 -1.236  0.3746
H: 1.987 5.217 2.644  0.3968
P: 0.444 1.202 -1.618  0.9065
H: -2.065 -2.318 1.268  0.3306
C: -4.120 -0.489 -0.686  -1.0983
C: 1.552 3.013 0.272  -0.6688
N: -0.640 -2.343 -1.456  0.0507
C: -0.239 3.946 -2.370  -1.9201
Os: -1.188 -0.591 -0.396  0.1763
C: 0.131 -3.376 3.164  -1.2852
C: -4.767 1.576 0.588  -1.0102
H: -2.780 3.642 2.357  0.5391
C: -2.092 2.274 -2.231  -1.7561
H: 1.631 3.717 -0.544  0.3434
H: 2.884 -0.579 -2.022  0.1704
H: 1.754 -4.396 -2.571  0.5171
C: -1.587 -4.049 -2.852  -0.6468
H: 1.993 -5.736 3.633  0.2997
C: -3.041 -2.291 -1.809  0.0454
C: 2.491 4.802 1.770  -1.6902
C: 1.901 1.004 -4.052  -1.5461

Values from the calculation:
HOMO (spin up / spin down) = -13.361 / -13.396 eV
charge = +2
LUMO level (spin up / spin down) = -8.0 / -8.0 eV
molar mass = 742.93 g/mol



Record 3
Here is a molecular structure, C11H34FN8O5V from the Open Molecules 2025 dataset. Energies are from ωB97M-V/def2-TZVPD.

Last column: Mulliken charge in e.
Geometry (Å):
O: -2.423 -1.637 1.003  -0.5771
H: 3.137 0.907 -3.696  0.2346
H: 1.243 1.731 -0.232  0.0429
H: -3.762 4.784 3.368  0.3403
H: 1.857 -1.999 -0.445  -0.2248
H: -1.733 2.783 0.979  0.3226
H: -4.135 2.319 0.073  0.3110
H: 0.363 -0.985 -2.427  0.2343
H: 1.678 -0.128 2.701  0.2989
H: 2.504 -3.147 0.676  0.5009
N: 1.559 -0.803 1.955  -0.6240
C: -4.416 4.797 2.492  -0.8374
V: -2.436 0.134 -0.279  1.4245
H: 3.619 2.282 -2.676  0.1589
C: 2.713 -2.164 0.226  -0.2029
H: 3.459 -3.949 -1.510  0.3101
C: -1.088 -2.312 -2.082  0.5535
N: 3.001 1.538 -2.926  -0.4604
H: -2.384 -3.796 -1.833  0.2461
H: 3.097 -0.137 0.731  -0.0990
H: -0.387 3.896 -0.521  0.4310
H: 4.823 -4.076 -0.424  0.3052
C: 3.918 -1.294 2.322  -1.6490
H: -3.771 -3.776 1.365  0.2414
H: -2.343 4.993 1.171  0.5193
H: 3.649 -2.210 2.855  0.3795
C: 2.851 -1.069 1.253  1.1848
N: 1.917 1.924 -0.944  -0.2075
O: -3.980 3.904 1.492  -0.3842
H: -0.781 -4.227 -2.573  0.1941
O: 3.964 -2.182 -0.428  -0.3499
N: -0.674 -2.981 1.736  -0.2716
H: -0.887 2.510 -1.477  0.2529
N: -3.288 2.181 -0.513  -0.6194
H: 0.157 -2.387 1.672  0.1944
H: 0.685 -2.607 -3.083  0.1991
H: -3.430 4.928 -0.295  0.3249
H: 4.940 -1.373 1.958  0.3488
C: -1.985 -2.712 1.471  0.6099
H: 1.039 -0.303 1.238  -0.1326
F: -0.545 0.399 0.114  -0.0697
O: 1.001 0.517 -2.489  -0.7537
H: -3.632 2.745 -1.299  0.3489
C: -3.031 4.387 0.571  -0.8527
H: -2.431 -4.554 2.142  0.1854
H: -1.585 3.970 -1.869  0.3971
H: 3.940 -0.484 3.053  0.4457
C: 4.304 -3.391 -1.101  -0.7939
N: -2.796 -3.793 1.599  -0.4129
H: -5.464 4.685 2.754  0.2891
O: -1.811 -1.477 -1.475  -0.4952
H: -4.372 5.867 2.241  0.3446
C: -2.295 3.123 0.109  0.5380
H: -0.529 -3.971 1.802  0.2092
N: 0.084 -1.953 -2.620  -0.2168
C: 1.915 1.296 -2.155  0.7127
C: -1.249 3.422 -0.983  -1.4700
N: -1.466 -3.603 -2.192  -0.3828
H: 5.008 -3.071 -1.864  0.2687
H: 2.682 2.528 -0.710  0.1843

Values from the calculation:
HOMO (spin up / spin down) = -14.082 / -14.082 eV
<S²> = 2.014
charge = +2
multiplicity = 3
LUMO level (spin up / spin down) = -9.1 / -8.1 eV
molar mass = 428.39 g/mol



Record 4
Here is 5 unconnected molecules or ions with the total composition CH10O3S2 from the Open Molecules 2025 dataset. Energies are from ωB97M-V/def2-TZVPD.

Last column: Mulliken charge in e.
Geometry (Å):
H: -3.788 1.614 0.773  0.2775
H: -0.236 0.689 1.188  -0.0740
H: -0.250 2.966 -0.676  0.2612
H: -3.147 -1.208 2.041  0.2525
S: 2.149 0.571 0.342  -0.4731
H: -0.103 -1.079 0.372  -0.1151
H: -1.807 -0.627 1.563  0.3139
O: -0.653 2.024 -0.639  -0.7449
O: -2.991 1.085 0.553  -0.6312
H: -2.209 1.594 0.441  0.4352
O: -2.428 -1.405 1.443  -0.6291
H: 1.251 -2.450 0.355  0.2763
C: 0.498 -1.909 -0.224  -0.2942
H: -0.479 -2.442 -0.825  0.2387
H: 0.023 1.388 -0.104  0.0759
S: 1.372 -0.735 -1.257  -0.1696

Values from the calculation:
HOMO (spin up / spin down) = -3.207 / -3.407 eV
<S²> = 0.760
charge = -1
multiplicity = 2
LUMO level (spin up / spin down) = 3.6 / 3.1 eV
molar mass = 134.22 g/mol



Record 5
Here is a molecular structure, C33H32N8O4PS6Y from the Open Molecules 2025 dataset. Energies are from ωB97M-V/def2-TZVPD.

Last column: Mulliken charge in e.
Geometry (Å):
N: 1.588 -2.416 0.431  1.4582
O: 2.753 2.003 1.300  -0.4123
N: 4.448 5.048 0.612  -0.5995
S: 4.057 -0.944 2.784  1.2064
C: -2.848 3.920 -1.216  -1.0227
N: -0.600 4.553 0.308  0.2037
N: 3.700 4.959 4.783  -0.5775
C: 2.201 -2.710 -0.797  0.2964
H: 3.782 -1.311 -0.635  0.4554
H: 1.049 -5.885 -1.319  0.3283
H: 3.728 -2.309 -2.177  0.2599
C: -1.435 -4.719 -3.069  -0.1137
H: 0.061 2.856 -2.450  0.4975
H: -2.390 5.368 0.963  0.2739
C: -0.326 -4.031 -3.360  -1.4167
C: -3.463 -0.167 4.423  -0.6629
C: -1.294 0.102 3.378  0.2540
H: -2.057 -0.972 -3.259  0.3422
H: 0.528 -5.515 1.094  0.4126
H: 2.195 -4.039 -2.475  0.9494
H: -2.435 1.789 1.304  -0.5155
H: -3.307 4.917 -1.250  0.3185
H: -0.941 -2.870 1.869  0.2660
C: 0.209 3.366 0.444  -1.6945
H: -2.981 1.481 -0.355  0.4470
C: -2.163 -4.426 -1.870  -1.4063
H: -1.236 5.927 -1.106  0.3092
C: 3.457 3.712 2.566  0.7860
C: -0.834 -0.032 -4.751  -0.8404
S: -0.207 1.147 2.528  0.2008
C: -0.743 4.946 -1.075  -0.9749
C: 0.954 0.492 -2.628  1.1649
P: -0.568 1.818 -0.300  2.4795
H: -3.472 3.221 -1.784  0.3873
C: 0.059 -3.174 2.191  -0.5038
C: -2.339 2.117 0.268  -0.6545
H: 0.400 3.211 1.507  0.6265
C: -1.911 4.381 0.908  -1.0225
H: -1.528 2.078 -2.576  0.2599
H: -1.661 -3.011 4.671  0.4027
O: 4.034 -0.612 1.307  -0.6533
H: -0.010 -4.115 2.738  0.5378
N: -1.545 4.012 -1.849  0.2046
O: 2.900 -0.162 3.336  -0.4954
C: -0.251 -0.205 -2.422  -0.3492
H: 0.203 -4.161 -4.293  0.3831
C: 4.027 4.435 1.490  0.1979
N: -0.709 -2.596 -1.439  0.8414
C: 0.840 -4.714 0.442  -1.4012
H: -2.775 1.631 3.496  0.4151
C: -2.547 0.608 3.749  -0.7741
H: -4.423 0.251 4.696  0.3886
S: -0.647 -0.880 -0.843  -0.0320
C: 1.526 -3.746 -1.661  0.1411
C: -0.899 2.715 -1.943  -1.4478
C: -3.156 -1.482 4.750  -0.8321
C: -0.986 -1.218 3.735  0.0722
H: 1.167 3.511 -0.071  0.4694
H: -1.522 -0.234 -5.561  0.3839
C: 0.367 0.633 -4.983  -0.7626
C: 3.287 -2.065 -1.224  -1.4834
H: -3.036 -4.999 -1.602  0.3833
C: 1.134 -4.916 -0.844  -1.3531
H: 0.620 0.959 -5.986  0.3312
C: -1.137 -0.440 -3.469  -0.4625
H: -2.405 -2.948 -0.348  0.5151
C: 1.231 0.894 -3.947  -0.6455
N: 2.832 2.564 2.467  -0.3315
H: 0.249 5.030 -1.527  0.3893
C: -1.803 -3.329 -1.161  -0.2350
H: -1.836 -5.442 -3.769  0.4508
C: 0.912 -3.368 0.983  0.4771
Y: 1.954 0.030 1.333  0.5839
H: 2.155 1.423 -4.122  0.4837
C: -1.916 -1.993 4.412  -0.1044
S: 3.639 -2.857 2.957  -0.4711
S: 0.638 -1.888 3.359  -0.1366
H: -1.778 3.978 1.915  0.4204
H: 0.708 -2.215 -2.903  -0.1983
S: 2.031 0.967 -1.364  -0.3718
N: -2.797 3.491 0.168  0.1123
O: 5.324 -0.615 3.400  -0.6872
C: 3.567 4.353 3.814  0.0416
H: -3.874 -2.095 5.280  0.3380
C: 0.275 -3.076 -2.376  0.4973

Values from the calculation:
HOMO = -2.418 eV
charge = -2
LUMO level = 4.0 eV
molar mass = 916.95 g/mol



Record 6
Here is a single C7H14 molecule from the Open Molecules 2025 dataset. Energies are from ωB97M-V/def2-TZVPD.

Last column: Mulliken charge in e.
Geometry (Å):
H: 0.661 -2.181 1.000  0.3177
H: -0.983 -1.385 -1.745  0.2232
H: -0.900 0.840 -2.738  0.2267
H: -2.601 -1.084 -0.976  0.2486
C: -1.669 -0.650 -1.328  -0.4844
H: -1.959 0.924 0.148  0.3640
H: 0.797 0.941 -1.133  0.3607
H: 0.213 1.958 0.133  0.3270
H: 3.114 0.357 0.347  0.3665
H: -0.802 -1.264 1.361  0.3555
C: 0.283 -1.259 1.467  -1.3949
H: 2.265 -1.011 -0.433  0.3893
C: -1.687 0.691 -2.002  -0.7382
H: 0.521 -1.369 2.535  0.3830
C: 0.225 0.902 -0.194  -0.9836
H: 2.809 -1.125 1.242  0.4022
C: 0.967 0.025 0.918  0.7073
H: -2.629 1.166 -2.263  0.2694
C: 2.376 -0.439 0.496  -1.6538
C: -1.217 0.578 -0.572  0.0837
H: 1.062 0.703 1.774  0.2302

Values from the calculation:
HOMO = -10.086 eV
LUMO level = 1.2 eV
structure (SMILES) = CC(C)CC1CC1
molar mass = 98.19 g/mol